39
Properties=species:S:1:pos:R:3 method="wB97M-V/def2-TZVPD" total_energy_ev=-25040.9204 fmax_ev_per_a=1.89 charge=+2 gap_ev=5.116 homo_ev=-13.1
Li -0.81 -3.30 1.18
Li 2.08 -2.50 -3.48
Li 0.42 -5.14 -0.49
N 1.23 -2.73 -1.15
O 1.17 -3.68 -1.98
O 0.72 -2.86 -0.01
O 1.72 -1.66 -1.53
C -1.55 -3.25 4.18
O -1.63 -2.66 2.89
C -2.86 -1.97 2.61
C -2.64 -1.15 1.35
O -2.05 -1.99 0.33
C -2.48 -1.68 -0.99
H -2.53 -3.50 4.58
H -1.17 -2.54 4.93
H -0.88 -4.11 4.17
H -3.02 -1.30 3.47
H -3.68 -2.68 2.54
H -1.97 -0.32 1.52
H -3.58 -0.71 1.01
H -1.77 -2.13 -1.69
H -2.48 -0.61 -1.24
H -3.50 -2.02 -1.14
C 2.81 5.96 -2.11
O 2.22 4.67 -2.03
C 2.85 3.83 -1.11
C 2.14 2.48 -1.08
O 0.77 2.59 -0.74
C 0.13 1.36 -0.91
H 2.80 6.43 -1.12
H 2.22 6.52 -2.83
H 3.86 5.91 -2.40
H 2.82 4.26 -0.10
H 3.86 3.59 -1.45
H 2.68 1.84 -0.37
H 2.26 1.99 -2.06
H -0.91 1.53 -0.64
H 0.52 0.60 -0.22
H 0.23 0.92 -1.90

---

100
Properties=species:S:1:pos:R:3 method="wB97M-V/def2-TZVPD" total_energy_ev=-70227.9861 de_lowest_kj_mol=0.00 fmax_ev_per_a=1.70 charge=-1 gap_ev=9.388 homo_ev=-6.8
P -14.56 28.34 26.00
F -15.86 28.87 26.83
F -15.16 28.97 24.64
F -13.86 29.76 26.38
F -13.21 27.87 25.17
F -13.86 27.67 27.27
F -15.34 26.96 25.75
C -9.61 30.16 23.77
C -10.98 30.70 24.12
O -11.06 32.11 23.87
H -9.60 29.06 23.80
H -8.82 30.51 24.43
H -9.40 30.32 22.71
H -11.37 30.45 25.11
H -11.68 30.23 23.41
H -10.46 32.51 24.51
C -19.71 27.87 24.78
C -18.43 28.63 24.97
O -18.50 29.28 26.23
H -19.82 27.14 25.58
H -19.83 27.35 23.83
H -20.52 28.60 24.87
H -18.27 29.40 24.20
H -17.54 27.99 24.96
H -17.58 29.35 26.55
C -13.80 32.83 25.40
C -14.85 32.86 26.51
O -15.80 31.84 26.36
H -13.52 31.81 25.14
H -12.91 33.39 25.67
H -14.17 33.35 24.51
H -15.36 33.82 26.39
H -14.45 32.87 27.54
H -15.33 30.99 26.42
C -10.60 29.81 29.98
C -11.58 30.15 28.89
O -11.30 29.31 27.76
H -9.60 30.13 29.69
H -10.53 28.76 30.26
H -10.79 30.31 30.93
H -11.45 31.19 28.57
H -12.63 29.98 29.16
H -12.12 29.30 27.24
C -12.39 25.09 22.71
C -12.31 26.46 22.05
C -12.08 26.37 20.55
O -11.02 25.48 20.25
C -10.53 25.66 18.95
N -13.48 27.25 22.38
H -12.60 25.16 23.78
H -11.51 24.45 22.63
H -13.16 24.47 22.23
H -11.44 26.96 22.50
H -11.86 27.39 20.21
H -12.98 25.99 20.05
H -10.20 26.70 18.81
H -11.35 25.42 18.25
H -9.67 25.02 18.76
H -13.32 28.22 22.14
H -13.63 27.32 23.39
C -15.51 24.48 29.52
C -16.65 24.69 28.53
C -17.27 26.07 28.64
O -17.70 26.38 29.97
C -18.62 27.45 29.95
N -16.14 24.46 27.19
H -15.89 24.58 30.54
H -14.73 25.23 29.33
H -15.03 23.51 29.43
H -17.42 23.94 28.71
H -18.14 26.13 27.97
H -16.63 26.90 28.32
H -19.54 27.16 29.43
H -18.22 28.35 29.47
H -18.81 27.69 30.99
H -16.83 24.63 26.46
H -15.42 25.13 26.95
C -17.74 31.96 21.34
C -16.69 32.65 22.21
C -17.36 33.73 23.08
O -17.76 34.78 22.18
C -18.86 35.48 22.66
N -16.00 31.61 22.98
H -18.30 31.29 21.99
H -17.24 31.34 20.59
H -18.38 32.69 20.85
H -15.90 33.13 21.64
H -16.65 34.15 23.80
H -18.20 33.31 23.63
H -19.15 36.25 21.94
H -18.70 36.07 23.57
H -19.75 34.87 22.87
H -16.69 31.16 23.59
H -15.37 32.03 23.67
O -17.29 27.96 22.08
H -16.97 27.26 21.51
H -16.62 28.03 22.78
O -11.47 25.94 26.13
H -12.10 26.68 26.18
H -12.03 25.16 26.10

---

12
Properties=species:S:1:pos:R:3 method="wB97M-V/def2-TZVPD" total_energy_ev=-11167.4025 de_lowest_kj_mol=0.00 fmax_ev_per_a=0.60 charge=+1 gap_ev=8.978 homo_ev=-13.5
Na -1.27 3.28 1.12
N -0.44 1.14 0.39
C -1.25 0.07 0.27
C 0.85 0.95 0.08
C -0.82 -1.19 -0.15
C 1.38 -0.27 -0.35
C 0.53 -1.36 -0.46
H -2.30 0.24 0.53
H 1.50 1.83 0.18
H -1.53 -2.02 -0.22
H 2.45 -0.35 -0.59
H 0.90 -2.34 -0.80

---

86
Properties=species:S:1:pos:R:3 method="wB97M-V/def2-TZVPD" total_energy_ev=-122276.7074 fmax_ev_per_a=6.26 gap_ev=2.143 homo_ev=-4.9
C -3.47 -1.46 -1.84
C -3.66 -1.30 -3.37
B -2.87 -2.41 -4.15
O -3.33 -3.72 -4.06
C -1.55 -2.20 -5.02
C -1.35 -0.83 -5.60
O -2.20 -0.04 -5.83
O -0.01 -0.46 -5.95
C 0.66 0.10 -4.90
C 1.09 -0.71 -3.70
O 0.95 1.27 -4.95
H -3.80 -2.44 -1.48
H -2.43 -1.26 -1.60
H -4.11 -0.71 -1.31
H -3.39 -0.27 -3.62
H -4.73 -1.47 -3.58
H -2.93 -4.12 -3.28
H -0.67 -2.55 -4.47
H -1.62 -2.88 -5.87
H 1.39 -0.05 -2.90
H 1.95 -1.30 -4.03
H 0.29 -1.33 -3.31
C -0.23 1.76 1.93
C 0.56 1.63 0.80
C 0.72 0.39 0.20
C 0.08 -0.70 0.73
C -0.70 -0.59 1.86
C -0.86 0.64 2.47
N 0.22 -2.01 0.08
O 0.95 -2.08 -0.89
O -0.39 -2.95 0.55
H -0.36 2.72 2.40
H 1.06 2.50 0.39
H 1.34 0.30 -0.68
H -1.19 -1.46 2.28
H -1.46 0.73 3.35
Cl -3.20 2.08 2.70
C -4.25 3.52 2.83
C -3.45 4.80 2.79
Cl -2.44 5.01 4.25
H -4.82 3.44 3.74
H -4.94 3.49 1.99
H -4.13 5.65 2.74
H -2.79 4.83 1.92
O -1.79 -2.92 4.37
H -2.73 -3.15 4.50
H -1.27 -3.70 4.06
H -1.39 -2.53 5.19
O -6.91 6.10 3.62
C -7.07 7.31 3.74
C -5.65 7.91 4.71
O -5.79 9.12 4.85
H -7.93 7.69 4.31
H -7.02 7.96 2.84
H -4.77 7.55 4.13
H -5.66 7.27 5.61
Be -5.99 -1.01 -1.73
C 1.92 -4.47 3.95
F 1.14 -3.65 4.65
F 2.38 -5.39 4.80
F 1.11 -5.14 3.08
S 3.26 -3.55 3.11
O 3.95 -2.95 4.18
O 2.59 -2.64 2.22
N 3.94 -4.81 2.40
S 5.21 -4.51 1.51
O 6.40 -4.14 2.21
O 4.96 -3.80 0.27
C 5.51 -6.24 0.98
F 4.46 -6.76 0.32
F 5.74 -7.05 2.02
F 6.57 -6.33 0.17
C 5.35 0.63 -4.99
C 4.89 0.85 -3.60
O 4.61 0.02 -2.80
N 4.67 2.26 -3.09
C 5.81 2.72 -2.21
H 5.49 -0.43 -5.15
H 4.59 1.00 -5.69
H 6.29 1.15 -5.17
H 4.50 2.91 -3.86
H 3.85 2.16 -2.48
H 5.56 3.72 -1.85
H 6.71 2.76 -2.81
H 5.91 2.03 -1.38
F 2.65 -1.52 5.41

---

10
Properties=species:S:1:pos:R:3 method="wB97M-V/def2-TZVPD" total_energy_ev=-26785.9991 de_lowest_kj_mol=387.44 fmax_ev_per_a=2.37 gap_ev="7.988 / 6.634" homo_ev="-9.0 / -8.3"
C -0.73 -0.10 -0.71
C -1.20 0.15 0.68
N 0.38 0.35 -1.11
N -0.27 1.13 1.20
S 2.80 -0.70 0.26
S 0.90 1.39 0.17
H -1.29 -0.72 -1.32
H -2.20 0.49 0.38
H -1.16 -0.79 1.40
H 2.77 -1.21 -0.94

---

89
Properties=species:S:1:pos:R:3 method="wB97M-V/def2-TZVPD" total_energy_ev=-83197.7676 de_lowest_kj_mol=33.69 fmax_ev_per_a=0.99 charge=-2 gap_ev=4.850 homo_ev=-1.0
Ba -0.04 1.31 0.37
O 3.91 3.15 1.84
C 2.93 2.46 1.55
O 1.82 2.84 1.08
C 3.11 0.93 1.70
C 4.18 0.41 2.41
C 4.34 -0.96 2.44
C 3.48 -1.76 1.70
C 2.45 -1.17 0.98
N 2.25 0.15 1.04
C 0.21 -1.65 -0.31
O -0.44 -1.13 0.65
O -0.30 -1.92 -1.42
H 4.85 1.10 2.91
H 5.15 -1.41 3.00
H 3.62 -2.83 1.65
C 2.23 1.48 -3.85
C 2.94 0.36 -4.29
C 3.02 -0.74 -3.49
C 2.39 -0.78 -2.20
N 1.66 0.31 -1.81
C 1.62 1.37 -2.62
C 2.50 -1.93 -1.36
C 3.43 -2.95 -1.65
C 3.47 -4.15 -1.00
C 2.45 -4.43 -0.03
C 1.60 -3.48 0.39
C 1.69 -2.03 -0.07
H 2.13 2.39 -4.43
H 3.41 0.35 -5.27
H 3.52 -1.63 -3.85
H 1.07 2.23 -2.24
H 4.17 -2.78 -2.43
H 4.21 -4.90 -1.25
H 2.34 -5.44 0.35
H 0.81 -3.70 1.10
C -5.76 2.77 -4.07
C -5.97 1.41 -3.87
C -4.94 0.61 -3.40
C -3.68 1.14 -3.10
C -3.50 2.51 -3.30
C -4.52 3.32 -3.78
Sb -2.02 -0.03 -2.28
C -3.18 -1.80 -1.99
C -3.43 -2.23 -0.69
C -4.17 -3.38 -0.47
C -4.64 -4.13 -1.54
C -4.37 -3.72 -2.84
C -3.63 -2.56 -3.06
C -1.17 -0.46 -4.20
C -1.51 0.33 -5.31
C -0.94 0.09 -6.55
C -0.03 -0.95 -6.71
C 0.31 -1.74 -5.62
C -0.25 -1.49 -4.37
H -6.56 3.40 -4.44
H -6.94 0.98 -4.09
H -5.13 -0.44 -3.24
H -2.54 2.96 -3.07
H -4.35 4.38 -3.93
H -3.02 -1.68 0.15
H -4.36 -3.71 0.54
H -5.21 -5.04 -1.37
H -4.71 -4.31 -3.68
H -3.41 -2.25 -4.08
H -2.23 1.13 -5.20
H -1.20 0.72 -7.39
H 0.42 -1.14 -7.68
H 1.03 -2.54 -5.73
H 0.04 -2.09 -3.51
C -0.34 -1.81 4.97
C -0.14 -0.92 3.76
O 0.08 0.43 4.18
P -1.03 1.56 3.97
O -1.43 1.70 2.53
Te -0.38 3.50 5.10
O -2.28 0.81 4.73
C -3.53 1.50 4.75
C -4.00 1.62 6.19
H -0.43 -2.85 4.65
H -1.24 -1.52 5.51
H 0.52 -1.73 5.64
H -0.99 -0.97 3.08
H 0.75 -1.22 3.20
H -4.24 0.93 4.14
H -3.42 2.49 4.31
H -4.09 0.63 6.64
H -4.97 2.12 6.23
H -3.27 2.19 6.75

---

12
Properties=species:S:1:pos:R:3 method="wB97M-V/def2-TZVPD" total_energy_ev=-5945.2009 de_lowest_kj_mol=266.63 fmax_ev_per_a=5.71 gap_ev=10.028 homo_ev=-9.8
B -2.86 -0.68 -0.71
C 0.42 0.07 0.30
C -0.46 -0.87 0.63
C 1.41 0.79 1.04
O -1.73 -1.29 -0.81
H -3.06 0.08 0.17
H -3.61 -0.90 -1.57
H 0.10 0.57 -0.63
H -0.72 -1.36 1.57
H 1.57 1.68 0.36
H 1.23 1.04 2.10
H 2.44 0.40 1.08

---

13
Properties=species:S:1:pos:R:3 method="wB97M-V/def2-TZVPD" total_energy_ev=-16324.1818 de_lowest_kj_mol=533.48 fmax_ev_per_a=4.21 charge=+1 gap_ev="7.207 / 7.042" homo_ev="-12.2 / -12.0"
C 0.36 -0.54 0.39
C -0.44 1.28 1.87
C -0.83 0.19 -1.66
N 0.10 -0.40 -0.94
N 0.28 0.24 1.50
O 0.97 -1.28 -1.63
I -1.05 0.00 -3.74
H 1.07 -1.32 0.59
H -0.81 1.99 1.20
H -0.11 1.50 2.91
H -1.37 0.96 -1.24
H 0.83 -0.32 2.18
H 1.00 -2.29 -1.44

---

113
Properties=species:S:1:pos:R:3 method="wB97M-V/def2-TZVPD" total_energy_ev=-116821.5784 fmax_ev_per_a=10.41 gap_ev=8.520 homo_ev=-9.0
C 1.08 5.76 2.57
C 2.09 4.62 3.18
O 3.23 4.49 2.24
C 2.97 3.23 1.52
O 3.73 2.14 1.80
C 1.85 3.01 0.32
C 1.72 1.42 -0.16
C 0.45 1.13 -1.15
C -0.89 0.48 -0.38
C -0.89 0.89 1.21
S -2.53 0.76 2.09
C -2.05 0.21 3.86
C -3.25 -0.60 4.63
C -2.18 1.22 -1.14
I -2.37 3.38 -0.56
O -2.05 1.26 -2.60
S -1.88 -0.27 -3.31
O -3.23 -0.71 -4.01
O -0.88 -0.08 -4.51
C -1.12 -1.58 -2.22
O 0.14 -2.05 -2.87
C -0.80 -1.14 -0.68
F 0.65 -1.52 -0.46
C -1.61 -2.10 0.37
P -3.46 -2.34 0.12
O -3.73 -3.92 -0.03
O -4.46 -1.87 1.51
O -4.18 -1.60 -1.27
H 1.38 6.18 1.52
H -0.01 5.28 2.42
H 1.02 6.67 3.31
H 2.51 4.97 4.22
H 1.61 3.54 3.25
H 2.28 3.59 -0.63
H 0.81 3.50 0.54
H 2.70 1.24 -0.82
H 1.84 0.66 0.74
H 0.20 2.18 -1.66
H 0.80 0.45 -2.06
H -0.12 0.18 1.77
H -0.49 2.00 1.43
H -1.58 1.08 4.49
H -1.17 -0.58 3.69
H -4.13 -0.96 3.94
H -3.74 -0.02 5.53
H -2.75 -1.59 5.08
H -3.16 0.73 -0.73
H -1.85 -2.53 -2.27
H 0.16 -3.07 -2.76
H -1.10 -3.18 0.26
H -1.42 -1.83 1.52
H -4.95 -1.01 1.26
H -4.83 -2.27 -1.66
O -0.61 -5.13 -1.40
C -0.65 -5.97 -0.51
C 0.48 -6.31 0.41
C 0.03 -7.62 1.00
C -1.47 -7.50 0.96
O -1.75 -6.71 -0.19
H 0.57 -5.53 1.18
H 1.42 -6.42 -0.14
H 0.42 -7.81 2.00
H 0.36 -8.45 0.35
H -1.87 -7.00 1.84
H -1.95 -8.48 0.86
O 3.22 4.27 -2.39
C 4.23 4.95 -2.30
C 5.63 4.43 -2.39
C 6.43 5.58 -1.83
C 5.58 6.77 -2.18
O 4.24 6.31 -2.14
H 5.87 4.24 -3.44
H 5.76 3.53 -1.79
H 7.45 5.64 -2.23
H 6.50 5.48 -0.74
H 5.79 7.15 -3.19
H 5.71 7.59 -1.47
O -4.36 -7.23 -6.13
C -4.26 -6.65 -5.06
C -4.58 -5.20 -4.83
C -3.92 -4.94 -3.50
C -3.98 -6.29 -2.83
O -3.88 -7.24 -3.89
H -5.67 -5.08 -4.78
H -4.16 -4.57 -5.62
H -4.41 -4.15 -2.92
H -2.88 -4.65 -3.66
H -4.93 -6.45 -2.31
H -3.16 -6.43 -2.13
O 7.22 2.19 -3.71
C 6.53 1.21 -3.49
C 5.66 0.51 -4.50
C 4.77 -0.33 -3.61
C 5.65 -0.60 -2.42
O 6.47 0.56 -2.29
H 6.29 -0.10 -5.15
H 5.08 1.23 -5.08
H 4.42 -1.25 -4.10
H 3.90 0.25 -3.31
H 6.30 -1.47 -2.57
H 5.07 -0.75 -1.51
O -1.11 2.53 5.44
C -2.07 3.19 5.80
C -2.89 2.93 7.03
C -4.13 3.75 6.76
C -3.61 4.87 5.90
O -2.54 4.29 5.14
H -2.34 3.30 7.90
H -3.12 1.87 7.13
H -4.62 4.10 7.67
H -4.85 3.15 6.20
H -3.21 5.70 6.49
H -4.38 5.25 5.22

---

15
Properties=species:S:1:pos:R:3 method="wB97M-V/def2-TZVPD" total_energy_ev=-8842.3170 de_lowest_kj_mol=61.58 fmax_ev_per_a=3.25 gap_ev=11.047 homo_ev=-10.3
C -0.65 -1.29 1.08
C -0.05 -0.86 -0.31
C -0.39 0.57 -0.51
N -1.50 0.78 -1.36
O 0.24 1.58 -0.27
H 0.03 -0.99 1.88
H -1.62 -0.82 1.26
H -0.87 -2.36 1.14
H -0.60 -1.48 -1.01
H 1.02 -1.01 -0.21
H -2.36 0.27 -1.26
H -1.49 1.74 -1.63
O 2.83 1.01 0.66
H 3.46 1.63 0.22
H 1.93 1.23 0.31